Molecular formula: C40H69HgNO20S8Zn
Method: DFT, the ωB97M-V functional and the def2-TZVPD basis

LUMO energy = -6.812 eV
Net charge = +2
HOMO = -12.51 eV
Total energy = -224295.495 eV
Gap between HOMO and LUMO = 0.20932 Ha

Geometry (Å):
Zn  1.65  5.05  -0.18
Hg  -0.92  -3.15  1.12
C  -1.60  1.26  0.73
C  -1.17  -0.09  0.88
C  0.32  -0.37  0.47
O  0.70  -1.53  0.47
C  1.18  0.76  0.19
C  0.67  2.01  0.07
C  -0.80  2.26  0.23
O  -1.27  3.43  0.16
O  1.49  2.98  -0.22
O  -1.90  -1.03  1.23
H  -2.64  1.44  0.97
H  2.23  0.55  0.07
C  3.04  1.77  3.13
C  3.01  3.06  3.81
N  2.94  4.09  4.31
H  3.96  1.67  2.56
H  2.26  1.58  2.40
H  2.95  1.04  3.94
C  -5.43  1.15  -2.52
C  -4.33  1.20  -1.45
C  -4.81  2.10  -0.32
S  -6.64  1.95  -0.27
O  -7.21  3.28  -0.35
O  -6.94  1.06  0.81
C  -6.84  1.13  -1.89
H  -5.35  0.32  -3.23
H  -5.32  2.02  -3.18
H  -3.39  1.55  -1.86
H  -4.17  0.18  -1.07
H  -4.63  3.14  -0.60
H  -4.43  2.03  0.69
H  -7.57  1.68  -2.48
H  -7.24  0.14  -1.69
C  -1.79  3.89  3.68
C  -2.44  5.30  3.63
C  -1.74  6.09  2.54
S  0.03  5.63  2.74
O  0.63  6.70  3.52
O  0.61  5.29  1.42
C  -0.28  4.11  3.73
H  -2.04  3.26  2.83
H  -2.13  3.36  4.56
H  -2.25  5.72  4.62
H  -3.51  5.22  3.43
H  -1.79  7.17  2.52
H  -2.16  5.68  1.61
H  0.07  4.38  4.73
H  0.26  3.25  3.35
C  4.44  -2.89  4.28
C  4.55  -1.96  3.05
C  3.32  -2.08  2.15
S  1.95  -2.29  3.31
O  0.94  -3.15  2.73
O  1.62  -0.99  3.88
C  2.98  -3.25  4.49
H  4.90  -2.48  5.18
H  5.11  -3.75  4.16
H  5.44  -2.18  2.45
H  4.68  -0.94  3.41
H  3.46  -2.97  1.53
H  3.11  -1.30  1.41
H  2.80  -4.29  4.20
H  2.63  -3.10  5.51
C  3.67  0.77  -4.21
C  4.92  -0.07  -4.55
C  4.55  -1.52  -4.22
S  3.46  -1.42  -2.72
O  4.10  -1.75  -1.46
O  2.17  -2.01  -3.02
C  3.25  0.40  -2.79
H  2.87  0.61  -4.93
H  3.97  1.82  -4.22
H  5.78  0.27  -3.98
H  5.17  0.05  -5.60
H  5.34  -2.24  -4.06
H  3.84  -1.80  -5.00
H  3.91  0.87  -2.06
H  2.22  0.67  -2.59
C  2.65  -5.86  -2.09
C  2.24  -7.24  -1.48
C  1.62  -6.98  -0.09
S  2.00  -5.30  0.43
O  2.73  -5.31  1.68
O  0.79  -4.49  0.23
C  3.08  -4.92  -0.99
H  1.73  -5.40  -2.45
H  3.26  -5.90  -2.99
H  3.09  -7.91  -1.49
H  1.50  -7.72  -2.12
H  2.06  -7.71  0.58
H  0.54  -7.12  -0.03
H  4.09  -5.16  -0.64
H  3.00  -3.87  -1.28
C  -1.23  2.76  -3.49
C  0.03  2.64  -4.35
C  1.10  3.53  -3.74
S  0.21  4.96  -3.16
O  0.37  6.04  -4.13
O  0.50  5.27  -1.76
C  -1.49  4.27  -3.30
H  -0.94  2.30  -2.54
H  -2.03  2.14  -3.88
H  -0.14  3.01  -5.36
H  0.34  1.60  -4.42
H  1.77  3.96  -4.49
H  1.73  3.08  -2.97
H  -2.07  4.62  -4.15
H  -1.97  4.46  -2.34
C  -1.20  -1.15  -4.61
C  -0.53  -2.51  -4.83
C  -0.66  -3.40  -3.59
S  -1.86  -2.55  -2.53
O  -1.44  -2.68  -1.15
O  -3.20  -2.83  -2.97
C  -1.45  -0.90  -3.09
H  -2.19  -1.07  -5.06
H  -0.58  -0.36  -5.04
H  0.52  -2.35  -5.06
H  -0.96  -3.00  -5.70
H  0.29  -3.36  -3.06
H  -0.99  -4.43  -3.71
H  -0.53  -0.64  -2.57
H  -2.26  -0.21  -2.90
C  -3.07  0.27  4.59
C  -1.58  -0.04  4.92
C  -1.47  -1.49  5.43
S  -2.70  -2.41  4.42
O  -3.30  -3.44  5.23
O  -2.07  -2.81  3.17
C  -3.82  -0.99  4.18
H  -3.14  0.92  3.72
H  -3.41  0.91  5.41
H  -1.11  0.65  5.60
H  -1.05  -0.05  3.96
H  -1.75  -1.58  6.48
H  -0.50  -1.98  5.36
H  -4.69  -1.10  4.83
H  -4.27  -1.01  3.19